(1)
CH2O2 | ωB97M-V with the def2-TZVPD basis set

ΔE to the lowest compared entry with this formula, charge and spin = 15.8 kcal/mol
Structure (SMILES) = O=CO
DFT total energy = -189.76348 Eh

XYZ file:
```
5
CH2O2, DFT ωB97M-V with the def2-TZVPD basis set
O 1.036 1.191 -0.182
C 0.356 0.156 -0.125
O -0.988 0.112 0.169
H 0.846 -0.748 -0.171
H -1.250 -0.710 0.309
```

Results of the natural (NBO) charge analysis, in e, for atoms 1 through 4: number 1, O, carries -0.543; number 2, C, carries 0.627; number 3, O, carries -0.661; number 4, H, carries 0.104

---

(2)
C45H100N4O7 | ωB97M-V with the def2-TZVPD basis set

ΔE to the lowest compared entry with this formula, charge and spin = 134.3 kcal/mol
Structure (SMILES) = CC1(C)CCCC(C)(C)N1O.CC1(C)CCCC(C)(C)N1O.CC1(C)CCCC(C)(C)N1O.CC1(C)CCCC(C)(C)N1O.CC(C)O.CC(C)O.CC(C)O
DFT total energy = -2519.87060 Eh

XYZ file:
```
156
C45H100N4O7, DFT ωB97M-V with the def2-TZVPD basis set
C -2.622 -11.392 0.644
C -2.250 -12.505 1.601
C -3.539 -13.236 2.038
C -1.508 -13.653 0.800
C -0.028 -13.343 0.520
C 0.616 -13.116 1.887
C 0.134 -11.894 2.528
C 0.835 -12.038 3.964
C 0.652 -10.658 1.734
N -1.329 -12.007 2.723
O -1.933 -10.918 3.416
H -3.395 -11.537 -0.111
H -2.754 -10.411 1.101
H -1.729 -11.248 0.036
H -3.286 -13.863 2.893
H -4.314 -12.572 2.419
H -3.985 -13.946 1.341
H -1.670 -14.690 1.096
H -2.022 -13.799 -0.151
H 0.492 -14.207 0.107
H 0.001 -12.524 -0.198
H 1.702 -13.085 1.801
H 0.286 -13.914 2.552
H 0.264 -12.790 4.510
H 1.030 -11.133 4.538
H 1.845 -12.414 3.804
H 0.325 -10.482 0.709
H 1.732 -10.756 1.625
H 0.361 -9.724 2.214
H -1.975 -11.297 4.297
C -6.068 5.037 -3.705
C -6.797 6.231 -3.081
C -6.786 7.470 -4.105
C -8.212 5.839 -2.653
C -8.915 6.773 -1.693
C -8.028 6.922 -0.436
C -6.592 7.333 -0.748
C -6.343 8.835 -0.976
C -5.793 6.927 0.521
N -6.038 6.531 -1.843
O -4.658 6.696 -2.038
H -5.243 5.176 -4.403
H -5.745 4.269 -3.002
H -6.775 4.486 -4.325
H -7.356 8.374 -3.891
H -5.766 7.854 -4.107
H -7.030 7.224 -5.139
H -8.848 6.070 -3.508
H -8.251 4.821 -2.265
H -9.081 7.715 -2.216
H -9.908 6.350 -1.542
H -7.887 5.901 -0.080
H -8.560 7.509 0.312
H -6.731 9.078 -1.965
H -5.267 9.007 -1.011
H -6.829 9.647 -0.435
H -5.997 7.625 1.333
H -4.729 7.105 0.365
H -5.893 5.870 0.764
H -4.423 5.998 -1.423
C 8.822 6.083 -2.154
C 8.659 6.303 -0.549
C 7.234 6.939 -0.256
C 8.865 4.786 -0.082
C 9.283 4.694 1.360
C 10.368 5.642 1.698
C 10.222 7.169 1.370
C 9.208 7.755 2.366
C 11.668 7.752 1.492
N 9.811 7.101 -0.061
O 9.646 8.373 -0.619
H 7.980 5.572 -2.620
H 9.044 7.004 -2.692
H 9.710 5.486 -2.360
H 6.886 6.843 0.772
H 7.266 7.988 -0.549
H 6.456 6.520 -0.894
H 8.016 4.127 -0.264
H 9.682 4.298 -0.614
H 8.376 4.728 1.965
H 9.567 3.662 1.563
H 11.280 5.347 1.179
H 10.798 5.531 2.694
H 8.293 8.103 1.885
H 9.686 8.625 2.816
H 8.922 7.062 3.157
H 12.135 7.334 0.601
H 12.252 7.464 2.366
H 11.531 8.832 1.436
H 10.434 8.340 -1.165
C -2.710 -1.960 2.777
C -1.881 -0.851 1.992
C -2.920 0.018 1.209
C -1.194 -0.007 3.082
C -0.085 0.856 2.519
C 0.974 0.023 1.917
C 0.397 -0.880 0.796
C 0.241 0.166 -0.367
C 1.494 -1.884 0.326
N -0.892 -1.520 1.126
O -1.576 -2.236 0.046
H -3.291 -1.565 3.611
H -3.375 -2.501 2.103
H -1.985 -2.503 3.383
H -3.701 0.290 1.919
H -2.409 0.954 0.982
H -3.258 -0.444 0.282
H -2.044 0.477 3.562
H -0.705 -0.607 3.849
H -0.455 1.622 1.837
H 0.336 1.451 3.329
H 1.461 -0.503 2.738
H 1.819 0.644 1.617
H 0.168 1.229 -0.136
H -0.646 -0.190 -0.890
H 1.089 0.066 -1.045
H 1.635 -2.750 0.973
H 2.477 -1.449 0.506
H 1.597 -2.293 -0.679
H -1.718 -3.109 0.419
C 5.942 -7.047 -6.265
C 6.683 -8.384 -6.582
C 6.690 -9.332 -5.329
O 5.922 -9.115 -7.548
H 5.691 -6.570 -7.213
H 6.627 -6.480 -5.635
H 4.929 -7.140 -5.875
H 7.701 -8.255 -6.949
H 7.099 -10.298 -5.625
H 5.654 -9.569 -5.086
H 7.280 -8.854 -4.547
H 6.146 -8.814 -8.432
C 1.340 11.114 4.254
C 0.925 10.015 5.116
C 1.836 9.703 6.237
O -0.290 10.414 5.680
H 0.695 11.697 3.596
H 2.049 10.669 3.556
H 1.798 11.984 4.724
H 0.665 9.111 4.566
H 1.993 10.647 6.759
H 2.798 9.271 5.962
H 1.478 8.933 6.919
H -0.208 10.990 6.443
C -9.083 -3.356 -4.812
C -9.695 -3.027 -3.427
C -11.122 -2.373 -3.511
O -9.780 -4.291 -2.810
H -9.219 -2.445 -5.395
H -9.653 -4.129 -5.326
H -8.010 -3.539 -4.752
H -8.946 -2.362 -2.997
H -11.530 -2.098 -2.539
H -11.781 -3.056 -4.048
H -10.973 -1.407 -3.992
H -9.980 -4.135 -1.884
```

Results of the Mulliken charge analysis, in e, for atoms 1 through 4: number 1, C, carries -1.604; number 2, C, carries 1.656; number 3, C, carries -1.922; number 4, C, carries -1.434

---

(3)
C2H6N4S | ωB97M-V with the def2-TZVPD basis set

ΔE to the lowest compared entry with this formula, charge and spin = 125.1 kcal/mol
DFT total energy = -696.82666 Eh

XYZ file:
```
13
C2H6N4S, DFT ωB97M-V with the def2-TZVPD basis set
C -1.506 -1.205 -0.427
C 2.518 0.246 -0.011
N -2.563 -0.467 -0.310
N -2.487 0.605 0.298
N -1.247 0.954 0.663
N -0.202 0.129 0.368
S 0.946 0.784 -0.732
H -1.291 -1.827 0.535
H -1.286 -1.649 -1.464
H 2.217 -0.751 0.430
H 2.695 0.828 0.914
H 3.175 0.419 -0.781
H -0.969 1.935 0.517
```

Results of the natural (NBO) charge analysis, in e, for atoms 1 through 4: number 1, C, carries -0.086; number 2, C, carries -0.746; number 3, N, carries -0.260; number 4, N, carries 0.030

---

(4)
C4H9F2N | ωB97M-V with the def2-TZVPD basis set

ΔE to the lowest compared entry with this formula, charge and spin = 51.1 kcal/mol
DFT total energy = -412.20415 Eh

XYZ file:
```
16
C4H9F2N, DFT ωB97M-V with the def2-TZVPD basis set
C 0.387 -1.822 0.360
C -1.651 1.164 -0.344
C 0.020 -0.503 -0.267
C 1.564 0.762 -0.157
N -1.111 0.069 0.367
F 1.969 0.972 1.174
F 2.664 0.179 -0.781
H 0.447 -1.687 1.417
H 1.388 -2.164 0.044
H -0.323 -2.513 0.375
H -2.842 1.088 -0.187
H -1.257 2.157 0.011
H -1.344 0.911 -1.327
H -0.020 -0.460 -1.353
H 1.222 1.625 -0.719
H -1.112 0.223 1.386
```

Results of the natural (NBO) charge analysis, in e, for atoms 1 through 4: number 1, C, carries -0.640; number 2, C, carries -0.400; number 3, C, carries 0.006; number 4, C, carries 0.497

---

Number 1: lowest unoccupied orbital energy 0.60 eV, HOMO-LUMO gap 11.539 eV. Number 2: lowest unoccupied orbital energy 0.53 eV, HOMO-LUMO gap 8.651 eV. Number 3: lowest unoccupied orbital energy 0.80 eV, HOMO-LUMO gap 8.986 eV. Number 4: lowest unoccupied orbital energy 1.02 eV, HOMO-LUMO gap 9.355 eV.